Record 1
This record from OMol25 describes one molecule with the formula C4H7Cl3 in a non-equilibrium geometry. The level of theory is ωB97M-V/def2-TZVPD.

The LUMO energy is 0.70 eV. The value obtained for the orbital gap is 11.16 eV. The structure (SMILES) is C[C@H](Cl)[C@@H](Cl)CCl. For the HOMO energy, the calculation gives -0.3845 Ha.

The geometry in ORCA input format:
```
! RIJCOSX wB97M-V def2-TZVPD def2/J DEFGRID3
* xyz 0 1
C 2.464 0.310 0.781
C 1.074 -0.281 0.633
Cl 1.169 -1.484 -0.677
C -0.082 0.762 0.657
Cl -0.078 1.756 -0.877
C -1.441 0.283 1.079
Cl -2.179 -0.830 -0.072
H 2.562 1.102 1.578
H 2.843 0.832 -0.143
H 3.132 -0.477 1.047
H 1.029 -0.825 1.597
H 0.276 1.478 1.399
H -1.347 -0.198 2.048
H -2.091 1.140 1.212
*
```

Mulliken population analysis, charges in e, atoms 1 to 5: -1.41, 0.20, -0.14, -0.12, -0.17

---

Record 2
This record from OMol25 describes C26H22ClMnN2O as an isolated structure in a non-equilibrium geometry. The level of theory is ωB97M-V/def2-TZVPD.

The LUMO energy (spin up / spin down) is -0.33 / -0.43 eV. The value obtained for the orbital gap (spin up / spin down) is 5.12 / 6.70 eV. For the HOMO energy (spin up / spin down), the calculation gives -0.2003 / -0.2621 Ha. The expectation value of S² is 6.104.

The geometry in ORCA input format:
```
! RIJCOSX wB97M-V def2-TZVPD def2/J DEFGRID3
* xyz 0 5
Mn -1.295 -1.277 -0.433
Cl 2.819 0.329 -6.077
C 1.632 -0.135 -4.904
C 0.308 -0.314 -5.306
C -0.640 -0.677 -4.376
C -0.312 -0.859 -3.024
O -1.222 -1.169 -2.149
C 1.057 -0.666 -2.618
C 1.464 -0.736 -1.262
N 0.643 -0.853 -0.242
C 1.061 -0.674 1.095
C 2.441 -0.832 1.536
C 2.721 -1.171 2.827
C 1.752 -1.643 3.723
C 0.436 -1.868 3.324
C -0.453 -2.713 3.981
C -1.667 -3.049 3.381
C -1.944 -2.616 2.100
N -1.162 -1.780 1.402
C -0.045 -1.224 2.090
C 2.004 -0.310 -3.596
H 0.035 -0.161 -6.338
H -1.673 -0.803 -4.671
H 2.523 -0.581 -1.084
H 3.242 -0.716 0.828
H 3.752 -1.185 3.153
H 2.073 -1.996 4.691
H -0.170 -3.151 4.926
H -2.351 -3.718 3.875
H -2.847 -2.959 1.592
H 3.029 -0.149 -3.294
C -2.280 0.869 1.771
C -0.841 1.283 1.416
C -0.576 2.614 2.147
C 0.185 0.264 1.945
C -0.679 1.571 -0.073
C 0.576 1.994 -0.520
C 0.773 2.409 -1.821
C -0.286 2.430 -2.714
C -1.533 2.010 -2.294
C -1.738 1.582 -0.986
H -2.322 0.522 2.800
H -2.652 0.059 1.118
H -2.944 1.724 1.670
H -0.784 2.503 3.208
H -1.222 3.391 1.745
H 0.453 2.931 2.022
H 0.746 0.651 2.787
H 1.410 1.983 0.165
H 1.753 2.727 -2.140
H -0.135 2.768 -3.728
H -2.365 2.028 -2.981
H -2.752 1.345 -0.686
*
```

Mulliken population analysis, charges in e, atoms 1 to 5: 0.39, -0.24, 0.38, -0.64, -0.47

---

Record 3
This record from OMol25 describes a 2-piece molecular cluster, C8H16N2O2 overall in a non-equilibrium geometry. The level of theory is ωB97M-V/def2-TZVPD.

The LUMO energy is 0.52 eV. The value obtained for the orbital gap is 9.57 eV. The structure (SMILES) is C[C@@H]1C[C@H]1CN.C=NOCC=O. For the HOMO energy, the calculation gives -0.3325 Ha.

The geometry in ORCA input format:
```
! RIJCOSX wB97M-V def2-TZVPD def2/J DEFGRID3
* xyz 0 1
C 2.716 -2.027 -0.910
C 2.566 -0.905 0.122
C 1.245 -0.689 0.824
C 1.740 0.337 -0.167
C 2.206 1.645 0.375
N 3.273 2.269 -0.348
H 3.579 -1.815 -1.551
H 2.931 -2.981 -0.400
H 1.816 -2.183 -1.521
H 3.462 -0.771 0.743
H 1.215 -0.420 1.885
H 0.474 -1.401 0.495
H 1.166 0.399 -1.097
H 2.532 1.475 1.426
H 1.355 2.354 0.457
H 2.956 2.829 -1.128
H 3.972 1.612 -0.676
C -4.972 -0.662 -0.416
N -4.940 0.560 -0.790
O -3.899 1.352 -0.396
C -3.115 0.856 0.683
C -2.195 -0.266 0.262
O -1.905 -1.250 0.916
H -4.266 -1.178 0.246
H -5.807 -1.227 -0.791
H -3.767 0.510 1.494
H -2.513 1.697 1.038
H -1.825 -0.120 -0.776
*
```

Mulliken population analysis, charges in e, atoms 1 to 5: -1.46, 0.34, -0.97, 0.17, -0.83

---

Record 4
This record from OMol25 describes C22H43IrN2P3S as an isolated structure in a non-equilibrium geometry. The level of theory is ωB97M-V/def2-TZVPD.

The LUMO energy (spin up / spin down) is -11.48 / -15.29 eV. The value obtained for the orbital gap (spin up / spin down) is 5.05 / 4.76 eV. For the HOMO energy (spin up / spin down), the calculation gives -0.6076 / -0.7366 Ha. The expectation value of S² is 8.801.

The geometry in ORCA input format:
```
! RIJCOSX wB97M-V def2-TZVPD def2/J DEFGRID3
* xyz 4 6
Ir 0.250 -0.236 -0.319
P -0.466 1.624 0.905
P -2.143 -0.588 -0.831
P 2.327 0.824 -0.654
H 0.477 -2.148 -7.354
C 1.517 -2.286 -7.029
C 1.857 -3.366 -6.305
H 1.083 -4.068 -5.978
C -1.102 3.065 -0.063
C -1.836 1.275 2.094
C 0.672 2.511 2.068
C -2.491 -1.729 -2.204
C -3.066 -1.456 0.510
C -3.247 0.797 -1.309
C 3.539 0.115 -1.847
C 3.371 0.817 0.865
C 2.195 2.578 -1.202
H 2.249 -1.561 -7.384
H 2.900 -3.630 -6.112
H -1.474 3.835 0.629
H -1.921 2.786 -0.731
H -0.307 3.505 -0.674
H -1.986 2.133 2.766
H -1.586 0.412 2.721
H -2.784 1.073 1.585
H 0.102 3.266 2.633
H 1.484 3.023 1.542
H 1.112 1.832 2.806
H -3.560 -1.680 -2.464
H -2.222 -2.757 -1.919
H -1.910 -1.425 -3.082
H -4.143 -1.504 0.291
H -2.927 -0.992 1.492
H -2.674 -2.478 0.554
H -4.121 0.385 -1.836
H -2.725 1.467 -2.006
H -3.607 1.369 -0.445
H 4.416 0.778 -1.858
H 3.156 0.029 -2.870
H 3.852 -0.885 -1.519
H 4.401 1.085 0.598
H 3.379 -0.192 1.291
H 3.014 1.516 1.627
H 3.124 2.835 -1.730
H 2.069 3.279 -0.368
H 1.355 2.697 -1.897
C 0.730 -1.638 -3.318
C 0.741 -0.348 -3.889
C -0.145 -0.069 -4.928
C -0.929 -1.076 -5.489
C -0.764 -2.396 -5.063
C 0.073 -2.678 -3.993
S 1.367 -1.972 -1.745
H -0.285 0.116 -1.828
H 1.396 0.419 -3.465
H -0.172 0.957 -5.317
H -1.590 -0.852 -6.330
H -1.210 -3.221 -5.616
H 0.268 -3.697 -3.669
N -0.594 -3.334 0.430
C -0.102 -2.750 1.578
C -0.293 -3.418 2.809
C 0.183 -2.841 3.980
C 0.864 -1.627 3.861
C 0.996 -1.017 2.625
N 0.431 -1.508 1.499
H -0.110 -3.088 -0.451
H -0.839 -4.318 0.533
H -0.817 -4.372 2.784
H 0.059 -3.322 4.944
H 1.295 -1.119 4.725
H 1.545 -0.078 2.522
*
```

Mulliken population analysis, charges in e, atoms 1 to 5: 1.25, 0.70, 0.21, 1.02, 0.37

---

Record 5
This record from OMol25 describes one molecule with the formula C7H4S in a non-equilibrium geometry. The level of theory is ωB97M-V/def2-TZVPD.

The LUMO energy is -1.47 eV. The value obtained for the orbital gap is 7.08 eV. The structure (SMILES) is C#C/C=C(/C#C)C=S. For the HOMO energy, the calculation gives -0.3142 Ha.

The geometry in ORCA input format:
```
! RIJCOSX wB97M-V def2-TZVPD def2/J DEFGRID3
* xyz 0 1
C 2.880 -1.237 0.115
C 1.713 -0.988 0.087
C 0.291 -0.929 -0.133
C -0.500 0.228 -0.097
C -1.962 0.142 -0.055
C -3.183 0.209 0.037
C 0.147 1.566 0.223
S 1.811 1.928 -0.104
H 3.849 -1.555 -0.143
H -0.175 -1.974 -0.236
H -4.232 0.323 -0.108
H -0.639 2.288 0.415
*
```

Mulliken population analysis, charges in e, atoms 1 to 5: 0.22, -0.86, -0.16, 0.49, -0.81

---

Record 6
This record from OMol25 describes C15H32BiN7O6P as an isolated structure in a non-equilibrium geometry. The level of theory is ωB97M-V/def2-TZVPD.

The LUMO energy (spin up / spin down) is -3.59 / -3.59 eV. The value obtained for the orbital gap (spin up / spin down) is 5.02 / 5.02 eV. For the HOMO energy (spin up / spin down), the calculation gives -0.3165 / -0.3167 Ha.

The geometry in ORCA input format:
```
! RIJCOSX wB97M-V def2-TZVPD def2/J DEFGRID3
* xyz 1 1
O -0.787 -1.179 -5.022
H -0.916 -2.050 -4.510
Bi 0.146 0.441 -0.961
N 0.634 -1.795 -2.543
N -1.406 -1.800 -1.004
N -0.024 2.853 -0.770
N -1.870 1.405 0.138
O 1.699 -1.679 -3.249
O 0.774 3.600 -1.604
O -2.889 0.592 0.572
O -2.443 -1.753 -0.229
C -1.026 -3.022 -1.456
C 0.223 -3.053 -2.141
C -0.985 3.533 -0.141
C -1.983 2.707 0.473
C 1.005 -4.319 -2.361
H 1.438 -4.411 -3.380
H 0.391 -5.233 -2.220
H 1.834 -4.418 -1.626
C -1.883 -4.188 -1.177
H -2.814 -4.193 -1.766
H -2.184 -4.253 -0.125
H -1.333 -5.092 -1.424
C -1.024 5.009 -0.039
C -3.068 3.197 1.367
H -0.367 5.515 -0.744
H -0.710 5.335 0.963
H -2.033 5.401 -0.186
H -3.813 2.397 1.489
H -3.522 4.093 0.926
H -2.670 3.461 2.356
H 1.301 2.781 -1.966
H -2.691 -0.364 0.165
C -2.006 -0.478 -5.255
H -2.233 -0.480 -6.314
H -1.836 0.525 -4.850
H -2.778 -0.951 -4.627
O 1.690 1.310 -2.171
H -0.030 -0.623 -4.581
H 1.845 0.921 -3.070
C 3.344 -0.159 3.359
N 2.681 1.172 3.193
C 1.449 1.221 4.020
N 0.511 0.080 3.751
C 1.235 -1.211 3.932
N 2.459 -1.310 3.095
C 2.113 -1.426 1.645
P 1.308 0.132 1.199
C 2.413 1.479 1.790
C -0.102 0.177 2.432
H 3.705 -0.226 4.405
H 4.192 -0.204 2.654
H 0.915 2.159 3.805
H 1.733 1.178 5.091
H 0.550 -2.029 3.657
H 1.527 -1.290 4.998
H 3.023 -1.583 1.065
H 1.467 -2.287 1.485
H 1.946 2.465 1.677
H 3.342 1.484 1.206
H -0.783 -0.664 2.268
H -0.686 1.100 2.334
*
```

Mulliken population analysis, charges in e, atoms 1 to 5: -0.31, 0.40, 1.37, 0.33, 0.46

---

Please write out number 4 again, unchanged.
This record from OMol25 describes C22H43IrN2P3S as an isolated structure in a non-equilibrium geometry. The level of theory is ωB97M-V/def2-TZVPD.

The LUMO energy (spin up / spin down) is -11.48 / -15.29 eV. The value obtained for the orbital gap (spin up / spin down) is 5.05 / 4.76 eV. For the HOMO energy (spin up / spin down), the calculation gives -0.6076 / -0.7366 Ha. The expectation value of S² is 8.801.

The geometry in ORCA input format:
```
! RIJCOSX wB97M-V def2-TZVPD def2/J DEFGRID3
* xyz 4 6
Ir 0.250 -0.236 -0.319
P -0.466 1.624 0.905
P -2.143 -0.588 -0.831
P 2.327 0.824 -0.654
H 0.477 -2.148 -7.354
C 1.517 -2.286 -7.029
C 1.857 -3.366 -6.305
H 1.083 -4.068 -5.978
C -1.102 3.065 -0.063
C -1.836 1.275 2.094
C 0.672 2.511 2.068
C -2.491 -1.729 -2.204
C -3.066 -1.456 0.510
C -3.247 0.797 -1.309
C 3.539 0.115 -1.847
C 3.371 0.817 0.865
C 2.195 2.578 -1.202
H 2.249 -1.561 -7.384
H 2.900 -3.630 -6.112
H -1.474 3.835 0.629
H -1.921 2.786 -0.731
H -0.307 3.505 -0.674
H -1.986 2.133 2.766
H -1.586 0.412 2.721
H -2.784 1.073 1.585
H 0.102 3.266 2.633
H 1.484 3.023 1.542
H 1.112 1.832 2.806
H -3.560 -1.680 -2.464
H -2.222 -2.757 -1.919
H -1.910 -1.425 -3.082
H -4.143 -1.504 0.291
H -2.927 -0.992 1.492
H -2.674 -2.478 0.554
H -4.121 0.385 -1.836
H -2.725 1.467 -2.006
H -3.607 1.369 -0.445
H 4.416 0.778 -1.858
H 3.156 0.029 -2.870
H 3.852 -0.885 -1.519
H 4.401 1.085 0.598
H 3.379 -0.192 1.291
H 3.014 1.516 1.627
H 3.124 2.835 -1.730
H 2.069 3.279 -0.368
H 1.355 2.697 -1.897
C 0.730 -1.638 -3.318
C 0.741 -0.348 -3.889
C -0.145 -0.069 -4.928
C -0.929 -1.076 -5.489
C -0.764 -2.396 -5.063
C 0.073 -2.678 -3.993
S 1.367 -1.972 -1.745
H -0.285 0.116 -1.828
H 1.396 0.419 -3.465
H -0.172 0.957 -5.317
H -1.590 -0.852 -6.330
H -1.210 -3.221 -5.616
H 0.268 -3.697 -3.669
N -0.594 -3.334 0.430
C -0.102 -2.750 1.578
C -0.293 -3.418 2.809
C 0.183 -2.841 3.980
C 0.864 -1.627 3.861
C 0.996 -1.017 2.625
N 0.431 -1.508 1.499
H -0.110 -3.088 -0.451
H -0.839 -4.318 0.533
H -0.817 -4.372 2.784
H 0.059 -3.322 4.944
H 1.295 -1.119 4.725
H 1.545 -0.078 2.522
*
```

Mulliken population analysis, charges in e, atoms 1 to 5: 1.25, 0.70, 0.21, 1.02, 0.37